(1)
This record from the OMol25 dataset describes a structure of composition ClNa7O4. The level of theory is ωB97M-V/def2-TZVPD.

Atoms and positions in Å:
Na  -0.599  -0.775  -2.729
Na  -1.263  0.374  2.215
Na  2.097  -1.671  -0.934
Na  -1.233  -2.668  0.805
Na  2.429  0.890  -1.129
Na  -1.673  2.516  0.594
Na  1.388  1.512  1.335
Cl  -0.274  -0.030  -0.033
O  -0.511  -1.012  0.998
O  1.048  -0.298  -0.567
O  -1.140  -0.085  -1.164
O  -0.269  1.247  0.609

Calculated values
E_tot, eV: -51530.3718
HOMO, eV: -38.96
Net charge: +6
LUMO, eV: -23.9
Orbital gap, Ha: 0.55469

Charges computed using natural (NBO), reported in e: Na 0.995; Na 0.989; Na 0.996; Na 0.996; Na 0.995; Na 0.996; Na 0.991; Cl 2.555; O -0.840; O -1.003; O -0.717; O -0.953

---

(2)
This record from the OMol25 dataset describes a cluster of 3 separate species, C30H21IN4O5P in total. The level of theory is ωB97M-V/def2-TZVPD.

Atoms and positions in Å:
N  9.550  5.871  0.011
C  8.217  5.790  -0.219
N  7.359  4.915  0.297
C  6.169  5.194  -0.238
P  4.670  4.192  0.177
O  3.598  5.341  -0.264
I  4.823  2.895  -1.853
N  6.278  6.224  -1.075
N  7.567  6.631  -1.050
H  9.883  5.961  0.954
H  10.210  5.826  -0.743
H  2.919  5.441  0.417
H  5.560  6.665  -1.634
H  7.919  7.402  -1.598
C  -0.996  -0.872  2.099
C  0.364  -0.607  1.993
C  0.800  0.627  1.539
C  -0.125  1.600  1.178
C  -1.493  1.326  1.269
C  -1.923  0.092  1.737
C  -2.511  2.335  0.859
O  -3.696  2.109  0.944
C  -2.012  3.641  0.330
C  -2.937  4.582  -0.106
C  -2.504  5.803  -0.593
C  -1.145  6.093  -0.643
C  -0.222  5.157  -0.211
C  -0.647  3.926  0.274
C  0.366  2.923  0.711
O  1.557  3.176  0.688
H  -1.337  -1.836  2.457
H  1.085  -1.365  2.268
H  1.855  0.850  1.459
H  -2.984  -0.101  1.808
H  -3.989  4.340  -0.058
H  -3.226  6.533  -0.936
H  -0.810  7.049  -1.022
H  0.839  5.364  -0.252
C  -5.788  -6.849  1.684
C  -5.929  -7.747  0.633
C  -5.015  -7.750  -0.408
C  -3.960  -6.847  -0.405
C  -3.826  -5.934  0.643
C  -4.740  -5.944  1.690
C  -2.725  -4.932  0.657
O  -2.600  -4.145  1.573
C  -1.780  -4.927  -0.498
C  -0.771  -3.972  -0.536
C  0.125  -3.954  -1.590
C  0.023  -4.895  -2.609
C  -0.982  -5.846  -2.578
C  -1.890  -5.862  -1.527
C  -2.981  -6.883  -1.530
O  -3.065  -7.704  -2.416
H  -6.500  -6.854  2.499
H  -6.753  -8.448  0.627
H  -5.106  -8.446  -1.230
H  -4.618  -5.236  2.498
H  -0.705  -3.248  0.265
H  0.907  -3.206  -1.620
H  0.728  -4.883  -3.430
H  -1.080  -6.583  -3.363

Calculated values
E_tot, eV: -65033.7803
HOMO, eV: -10.92
Net charge: +1
LUMO, eV: -3.8
Orbital gap, Ha: 0.26263

Charges computed using natural (NBO), reported in e: N -0.834; C 0.572; N -0.448; C 0.101; P 1.032; O -1.003; I -0.067; N -0.324; N -0.337; H 0.434; H 0.426; H 0.529; H 0.461; H 0.453; C -0.182; C -0.198; C -0.174; C -0.078; C -0.140; C -0.148; C 0.543; O -0.503; C -0.134; C -0.147; C -0.181; C -0.196; C -0.179; C -0.067; C 0.546; O -0.600; H 0.245; H 0.223; H 0.230; H 0.247; H 0.247; H 0.227; H 0.219; H 0.202; C -0.192; C -0.187; C -0.152; C -0.151; C -0.064; C -0.173; C 0.531; O -0.547; C -0.067; C -0.177; C -0.197; C -0.191; C -0.153; C -0.139; C 0.547; O -0.516; H 0.222; H 0.223; H 0.241; H 0.236; H 0.229; H 0.215; H 0.219; H 0.242

---

(3)
This record from the OMol25 dataset describes the molecule C17H16FN5O6S. The level of theory is ωB97M-V/def2-TZVPD.

Atoms and positions in Å:
N  2.612  -6.485  -0.821
C  2.165  -5.398  -1.482
N  1.830  -5.637  -2.739
C  1.532  -4.591  -3.528
N  1.163  -3.324  -3.111
C  1.391  -3.174  -1.798
C  1.813  -4.203  -0.959
N  1.805  -3.744  0.383
C  1.254  -2.540  0.373
N  0.968  -2.121  -0.950
C  0.430  -0.849  -1.341
C  -0.845  -0.384  -0.726
C  -0.308  0.691  0.324
C  -1.256  1.747  0.830
C  -1.628  2.773  -0.112
C  -2.298  4.005  0.318
S  -2.896  5.125  -1.035
O  -4.042  5.966  -0.650
O  -1.693  5.920  -1.205
F  -3.205  4.248  -2.349
C  -2.692  4.333  1.647
C  -2.386  3.248  2.557
C  -1.612  2.050  2.189
C  -1.373  1.096  3.334
O  -1.863  0.049  3.234
O  -0.642  1.453  4.434
C  0.943  1.201  -0.356
C  2.025  1.687  0.523
O  2.574  0.625  1.268
O  1.476  0.125  -1.079
H  2.605  -6.351  0.155
H  2.259  -7.345  -1.245
H  1.285  -4.785  -4.533
H  1.127  -2.017  1.278
H  0.299  -0.916  -2.423
H  -1.377  0.040  -1.621
H  -1.410  -1.229  -0.247
H  -0.065  0.110  1.296
H  -1.379  2.714  -1.117
H  -3.138  5.223  1.949
H  -2.767  3.337  3.583
H  -0.848  0.862  5.108
H  0.779  1.970  -1.068
H  1.658  2.395  1.254
H  2.832  2.146  -0.166
H  2.899  -0.044  0.623

Calculated values
E_tot, eV: -51174.7379
HOMO, eV: -8.79
LUMO, eV: -0.6
Orbital gap, Ha: 0.29989

Charges computed using natural (NBO), reported in e: N -0.767; C 0.406; N -0.506; C 0.266; N -0.506; C 0.373; C -0.063; N -0.439; C 0.204; N -0.398; C 0.245; C -0.433; C -0.275; C 0.014; C -0.138; C -0.256; S 2.298; O -0.865; O -0.895; F -0.461; C -0.193; C -0.149; C -0.117; C 0.772; O -0.551; O -0.673; C 0.066; C -0.072; O -0.721; O -0.527; H 0.394; H 0.408; H 0.182; H 0.220; H 0.215; H 0.229; H 0.253; H 0.240; H 0.213; H 0.253; H 0.230; H 0.494; H 0.178; H 0.196; H 0.174; H 0.480

---

(4)
This record from the OMol25 dataset describes a cluster of 2 separate species, C10H16O in total. The level of theory is ωB97M-V/def2-TZVPD.

Atoms and positions in Å:
C  -2.070  1.236  0.879
C  -2.363  -0.262  0.845
C  -1.152  -1.128  0.938
C  -0.015  -0.720  0.190
C  1.231  -1.227  0.649
C  1.191  -2.090  1.786
O  2.397  -2.399  2.327
C  0.085  -2.481  2.553
C  -1.159  -2.096  1.965
H  -3.124  1.616  1.203
H  -1.911  1.757  -0.081
H  -1.179  1.351  1.545
H  -2.913  -0.513  1.865
H  -2.893  -0.541  -0.046
H  -0.053  0.046  -0.596
H  2.247  -0.977  0.147
H  2.308  -2.196  3.315
H  0.264  -3.202  3.347
H  -2.100  -2.442  2.164
C  1.624  2.585  -2.622
C  1.236  1.530  -3.646
H  2.116  2.104  -1.693
H  0.723  3.184  -2.374
H  2.242  3.271  -3.081
H  1.356  0.478  -3.248
H  1.791  1.548  -4.535
H  0.119  1.569  -3.797

Calculated values
E_tot, eV: -12674.6603
HOMO, eV: -8.15
LUMO, eV: 0.8
Orbital gap, Ha: 0.32991

Charges computed using natural (NBO), reported in e: C -0.621; C -0.418; C -0.048; C -0.198; C -0.256; C 0.276; O -0.693; C -0.286; C -0.182; H 0.218; H 0.208; H 0.221; H 0.199; H 0.214; H 0.222; H 0.234; H 0.478; H 0.224; H 0.207; C -0.614; C -0.615; H 0.207; H 0.205; H 0.205; H 0.201; H 0.208; H 0.204

---

(5)
This record from the OMol25 dataset describes a cluster of 2 separate species, C3H3FO in total. The level of theory is ωB97M-V/def2-TZVPD.

Atoms and positions in Å:
C  0.074  -0.360  -0.252
C  1.097  0.425  -0.222
C  2.334  0.491  -0.605
O  3.351  0.797  -1.041
H  -0.912  -0.058  -0.238
H  0.116  -1.489  -0.494
F  -0.260  2.383  1.176
H  0.461  1.928  0.803

Calculated values
E_tot, eV: -7921.9296
HOMO, eV: -9.74
LUMO, eV: -1.0
Orbital gap, Ha: 0.32279

Charges computed using natural (NBO), reported in e: C -0.182; C -0.484; C 0.717; O -0.410; H 0.201; H 0.185; F -0.585; H 0.557

---

(6)
This record from the OMol25 dataset describes a structure of composition C4H3CoFO5. The level of theory is ωB97M-V/def2-TZVPD.

Atoms and positions in Å:
C  -0.965  -0.215  0.382
C  -0.288  0.911  1.150
F  -2.096  0.304  -0.178
H  -1.258  -1.070  1.003
H  -0.188  1.797  0.513
H  -0.899  1.136  2.031
O  0.995  0.457  1.591
C  2.039  1.244  1.459
O  3.170  0.975  1.690
O  -0.098  -0.727  -0.576
Co  0.456  0.038  -2.946
O  0.801  -1.688  -2.229
O  -1.358  -1.548  -2.268
C  -0.312  -1.611  -1.620

Calculated values
2S+1: 5
E_tot, eV: -54764.8588
HOMO (spin up / spin down), eV: -12.24 / -15.33
Net charge: +1
LUMO (spin up / spin down), eV: -7.9 / -8.2
Expectation value of S²: 6.0117
Orbital gap (spin up / spin down), Ha: 0.15803 / 0.26283

Charges computed using natural (NBO), reported in e: C 0.450; C -0.116; F -0.326; H 0.182; H 0.201; H 0.237; O -0.500; C 0.669; O -0.454; O -0.572; Co 1.579; O -0.709; O -0.574; C 0.934